(1)
# C6H10

An isolated molecule of C6H10 (ωB97M-V/def2-TZVPD, the Open Molecules 2025 dataset).

Geometry as XYZ:
```
16
Properties=species:S:1:pos:R:3:forces:R:3
C 3.51636 -0.18689 0.89550 -0.34 0.06 -0.33
C 2.52859 -0.05730 0.21778 0.43 -0.11 0.19
C 1.31553 0.01798 -0.60495 0.05 0.14 0.11
C 0.03965 0.25704 0.22309 0.01 -0.01 0.03
C -1.20497 -0.17487 -0.54522 0.02 0.00 -0.04
C -2.49910 0.06338 0.22698 -0.03 -0.01 0.02
H 4.41689 -0.31889 1.45428 -0.21 0.08 -0.05
H 1.22680 -0.91857 -1.16709 -0.01 0.04 0.10
H 1.42347 0.81373 -1.35390 0.02 -0.14 0.13
H -0.02501 1.32076 0.48966 0.01 -0.18 -0.01
H 0.09963 -0.29903 1.16762 0.02 0.06 -0.17
H -1.10611 -1.24336 -0.78219 -0.06 0.15 0.00
H -1.23640 0.35633 -1.50657 -0.04 -0.08 0.11
H -2.47852 -0.45495 1.19350 0.00 0.08 -0.15
H -3.36371 -0.30562 -0.33366 0.09 0.07 0.10
H -2.65311 1.13026 0.42519 0.03 -0.15 -0.03
```
Forces are in eV/Å.

Values from the calculation:
SMILES: C#CCCCC
spin multiplicity: 1
charge: 0

Atom charges from the natural (NBO) analysis, given in e for atoms 1 to 4: number 1, C, carries -0.25; number 2, C, carries 0.00; number 3, C, carries -0.48; number 4, C, carries -0.38

---

(2)
# C6H10

An isolated molecule of C6H10 in a non-equilibrium geometry (ωB97M-V/def2-TZVPD, the Open Molecules 2025 dataset).

Geometry as XYZ:
```
16
Properties=species:S:1:pos:R:3:forces:R:3
C -2.10613 -0.78000 0.38047 2.53 -3.94 -3.49
C -1.32626 1.11374 -0.00472 2.35 5.30 -3.69
C -0.92754 -0.27804 -0.40072 -1.46 2.10 1.39
C 0.49656 -0.50387 -0.01017 -0.14 0.26 -0.78
C 1.71772 -0.25479 -0.64949 3.04 0.83 0.05
C 2.94423 -0.30322 0.15398 -3.25 0.87 -0.48
H -2.32487 1.41551 -0.37114 0.19 -0.66 0.21
H -2.34757 -1.79317 0.29641 -0.47 -1.72 0.09
H -2.42242 -0.30911 1.21955 -0.98 1.47 2.10
H -0.66233 1.99041 -0.46849 -0.82 -1.58 0.81
H -1.28693 1.28457 1.03570 0.19 -0.04 1.16
H -0.75763 -0.51899 -1.46189 -1.29 0.16 -0.27
H 0.56041 -1.06259 0.83332 0.57 -1.34 2.92
H 1.77103 0.21666 -1.70821 -0.10 -0.94 1.91
H 2.84992 -0.52358 1.26757 0.12 -0.13 -1.72
H 3.82179 0.30647 -0.11216 -0.47 -0.65 -0.21
```
Forces are in eV/Å.

Values from the calculation:
spin multiplicity: 1
charge: 0

Atom charges from the natural (NBO) analysis, given in e for atoms 1 to 4: number 1, C, carries -0.37; number 2, C, carries -0.59; number 3, C, carries -0.39; number 4, C, carries -0.06

---

(3)
# C6H10

An isolated molecule of C6H10 in a non-equilibrium geometry (ωB97M-V/def2-TZVPD, the Open Molecules 2025 dataset).

Geometry as XYZ:
```
16
Properties=species:S:1:pos:R:3:forces:R:3
C 1.42891 -0.47454 -1.19001 0.12 0.05 -0.13
C 0.78408 0.22443 -0.18144 0.59 -1.09 0.09
C 1.37385 1.16781 0.68676 -0.79 0.54 -0.37
C -1.55505 0.85881 0.53769 3.17 -0.92 1.85
C -0.54624 -0.18223 0.18421 -0.22 0.77 0.74
C -1.13142 -1.52452 -0.04866 1.24 -0.41 0.86
H -1.86798 -1.59053 -0.85152 -0.08 0.20 0.26
H 2.46840 -0.27528 -1.41249 -0.02 0.07 0.06
H 0.99010 -1.28849 -1.73719 -0.35 0.04 -0.13
H 2.31933 1.59173 0.39735 0.38 -0.17 0.29
H 0.87532 1.58067 1.54798 -0.08 -0.03 -0.04
H -2.19634 0.52765 1.36598 -1.41 -0.32 -1.72
H -1.43390 0.93983 -0.57511 -2.40 1.09 -0.04
H -1.54285 -1.79889 0.94525 -0.27 -0.06 -0.68
H -1.07878 1.71422 1.01599 0.36 0.43 -0.87
H -0.29415 -2.19169 -0.25349 -0.23 -0.19 -0.17
```
Forces are in eV/Å.

Values from the calculation:
spin multiplicity: 1
charge: 0

Atom charges from the natural (NBO) analysis, given in e for atoms 1 to 4: number 1, C, carries -0.67; number 2, C, carries -0.21; number 3, C, carries -0.48; number 4, C, carries -0.71

---

(4)
# C6H10

A structure of composition C6H10 in a non-equilibrium geometry (ωB97M-V/def2-TZVPD, the Open Molecules 2025 dataset).

Geometry as XYZ:
```
16
Properties=species:S:1:pos:R:3:forces:R:3
C 1.10877 -0.86505 1.50267 1.28 1.99 -1.72
C -0.05836 -0.48036 0.50223 1.53 -1.30 2.17
C -0.73656 0.72307 0.70887 -3.79 -1.25 0.78
C 0.02914 1.32087 -0.35030 1.17 0.83 -2.67
C -0.08746 1.25381 -1.74485 0.29 1.24 1.25
C -0.47282 -1.48045 -0.51631 0.14 -0.71 1.08
H 1.36190 0.03997 2.08435 0.19 0.06 -0.67
H 0.81218 -1.45643 2.34312 -1.17 -0.94 0.01
H 2.05377 -1.33009 1.11331 -0.95 0.40 -0.03
H -1.89095 0.58091 0.79443 1.64 0.55 -1.50
H 0.92953 1.74234 0.01161 1.33 0.31 0.04
H 0.68204 1.68475 -2.44733 -0.83 -0.22 1.23
H -1.01301 0.98327 -2.24113 -0.05 -0.31 0.16
H -0.09136 -2.43854 -0.13629 -0.52 -0.14 -0.70
H -1.55251 -1.42252 -0.65972 -0.07 -0.31 -0.07
H 0.01208 -1.21499 -1.47624 -0.18 -0.20 0.63
```
Forces are in eV/Å.

Values from the calculation:
spin multiplicity: 1
charge: 0

Atom charges from the natural (NBO) analysis, given in e for atoms 1 to 4: number 1, C, carries -0.68; number 2, C, carries 0.30; number 3, C, carries -0.40; number 4, C, carries -0.22

---

(5)
# C6H10

A cluster of 2 separate species, C6H10 in total (ωB97M-V/def2-TZVPD, the Open Molecules 2025 dataset).

Geometry as XYZ:
```
16
Properties=species:S:1:pos:R:3:forces:R:3
C 1.65298 0.29314 -0.68296 0.00 0.04 -0.18
C 2.38997 -0.16554 0.54310 0.20 -0.06 0.09
C 0.95423 0.24352 0.64429 -0.12 0.09 0.10
C -1.56891 -1.04495 0.44498 -0.28 0.17 -0.18
C -2.33739 0.24262 0.37561 -0.03 0.04 0.15
C -1.98516 -0.47199 -0.87535 0.06 -0.10 -0.11
H 1.38614 -0.44688 -1.43355 0.07 0.10 0.15
H 1.91063 1.26973 -1.08297 -0.07 -0.16 0.05
H 2.60149 -1.22585 0.64404 0.02 0.19 -0.05
H 3.13946 0.49423 0.96823 -0.08 -0.11 -0.09
H 0.69850 1.17648 1.13944 0.08 -0.15 -0.07
H 0.25311 -0.57594 0.82374 0.10 0.13 0.01
H -3.34059 0.18276 0.79305 0.11 0.03 -0.05
H -1.81438 1.16524 0.62026 -0.06 -0.20 -0.03
H -2.72448 -1.07788 -1.39664 0.09 0.08 0.03
H -1.21562 -0.05868 -1.52528 -0.09 -0.09 0.16
```
Forces are in eV/Å.

Values from the calculation:
spin multiplicity: 1
charge: 0

Atom charges from the natural (NBO) analysis, given in e for atoms 1 to 4: number 1, C, carries -0.43; number 2, C, carries -0.41; number 3, C, carries -0.42; number 4, C, carries 0.19

---

(6)
# C6H10

An isolated molecule of C6H10 in a non-equilibrium geometry (ωB97M-V/def2-TZVPD, the Open Molecules 2025 dataset).

Geometry as XYZ:
```
16
Properties=species:S:1:pos:R:3:forces:R:3
C 1.76298 0.06264 0.54691 0.14 0.24 -0.16
C 1.17051 0.74013 -0.43150 0.34 -0.14 0.14
C -0.19972 1.33939 -0.29459 0.20 0.41 0.18
C -1.28261 0.42594 0.34226 0.15 -0.04 0.05
C -1.19436 -0.87624 -0.40692 0.03 -0.13 0.01
C -0.42759 -1.88868 -0.01736 -0.29 -0.16 0.00
H 1.24560 -0.18510 1.47568 0.16 0.10 -0.29
H 2.79638 -0.24836 0.46854 -0.01 -0.04 -0.01
H 1.72265 1.03214 -1.32271 0.05 -0.26 0.08
H -0.58611 1.75134 -1.23523 0.27 -0.18 0.09
H 0.13121 2.18555 0.32327 -1.15 0.29 0.14
H -1.09589 0.27912 1.41267 0.05 -0.04 -0.19
H -2.27869 0.88462 0.25700 0.34 -0.03 -0.04
H -1.61557 -0.87606 -1.41423 0.10 -0.02 0.14
H 0.00829 -1.92380 0.97900 -0.08 0.05 -0.23
H -0.15709 -2.70265 -0.68280 -0.31 -0.05 0.09
```
Forces are in eV/Å.

Values from the calculation:
SMILES: C=CCCC=C
spin multiplicity: 1
charge: 0

Atom charges from the natural (NBO) analysis, given in e for atoms 1 to 4: number 1, C, carries -0.42; number 2, C, carries -0.16; number 3, C, carries -0.45; number 4, C, carries -0.44

---

In the order shown, the computed energy relative to the best compared isomer or geometry (same formula, charge and spin) values come out to 33.6 169.6 130.1 120.4 125.5 36.3 kcal per mole.
In the order shown, the computed Kohn-Sham gap values come out to 11.04 4.46 4.66 6.74 8.80 10.17 eV.